Formula: C4H13N3O
Source: the OMol25 dataset
Level of theory: ωB97M-V with the def2-TZVPD basis set

Values from the calculation:
**Energy above the lowest of the compared OMol25 structures with the same formula, charge and spin**: 341.8 kJ/mol
**HOMO**: -8.85 eV
**Gap between HOMO and LUMO**: 9.7 eV
**Spin multiplicity**: 1
**SMILES string**: C/N=[N+](/C)[O-].CCN

Structure (XYZ):
```
21
Properties=species:S:1:pos:R:3:mulliken_charge:R:1
H -1.355 -0.740 0.661 0.193
H -0.214 -0.361 3.473 0.377
C 1.001 -0.584 -2.673 -0.797
H 0.089 0.714 2.110 0.249
N -0.115 1.242 -1.873 -0.683
H -1.553 0.553 2.759 0.322
H -0.959 3.014 -1.294 0.302
C -0.883 -1.132 1.583 -0.099
H 0.755 -1.579 -2.305 0.283
H 0.553 2.593 -0.422 0.285
C -0.629 0.022 2.545 -1.180
H -0.948 1.751 -0.038 0.144
H 0.389 -0.330 -3.533 0.295
C -0.378 2.210 -0.850 -0.573
H 1.033 -1.196 0.912 0.268
N 0.753 0.386 -1.613 1.119
O 1.410 0.283 -0.569 -0.701
H -1.585 -1.843 2.032 0.384
H 2.060 -0.563 -2.927 0.295
H 0.214 -2.604 0.688 0.225
N 0.363 -1.836 1.333 -0.705
```